[1]
C2H6S2 | ωB97M-V/def2-TZVPD

Calculated values
energy	-876.1425	Ha
HOMO	-8.0	eV
ΔE to the lowest compared entry with this formula, charge and spin	17.5	kcal/mol
SMILES	CSSC
orbital gap	8.768	eV
total charge	0
multiplicity	1

Geometry as XYZ:
```
10
C2H6S2, DFT ωB97M-V/def2-TZVPD
C 0.16647 1.29437 0.80004
S -0.33832 -0.27925 1.75193
S 0.26848 -1.80960 0.56701
C -0.11074 -1.09456 -1.08232
H 1.14221 1.18549 0.27637
H 0.34377 1.99007 1.67167
H -0.79503 1.65612 0.23226
H -1.17008 -0.56986 -1.04623
H -0.10928 -1.97220 -1.73501
H 0.60252 -0.40058 -1.43573
```

Which charges does Mulliken predict for the atoms? In e, they are:
1 C -0.78
2 S -0.07
3 S -0.05
4 C -0.79
5 H 0.27
6 H 0.29
7 H 0.27
8 H 0.24
9 H 0.30
10 H 0.30

=====

[2]
C4H9NO2 | ωB97M-V/def2-TZVPD

Calculated values
energy	-362.8159	Ha
HOMO (alpha / beta)	-7.5 / -7.2	eV
ΔE to the lowest compared entry with this formula, charge and spin	169.2	kcal/mol
SMILES	CO[N+]([O-])=C(C)C
orbital gap (alpha / beta)	8.414 / 8.082	eV
total charge	0
multiplicity	1

Geometry as XYZ:
```
16
C4H9NO2, DFT ωB97M-V/def2-TZVPD
C 2.79327 0.36634 0.41695
O 1.53009 0.49149 -0.16418
N 0.77993 -0.58339 -0.08856
O 1.15314 -1.71468 0.09052
C -0.81597 -0.24115 -0.06981
C -1.20820 1.06620 -0.63034
C -1.62129 -1.37710 0.28626
H 3.16636 1.22894 0.91294
H 3.45267 0.06442 -0.42361
H 2.52713 -0.37277 1.25196
H -1.32201 1.00973 -1.71078
H -2.01418 1.44922 -0.06169
H -0.42604 1.86574 -0.70373
H -1.15050 -2.31171 0.00276
H -1.96718 -1.49671 1.25221
H -2.53079 -1.46324 -0.28678
```

Which charges does Mulliken predict for the atoms? In e, they are:
1 C -0.58
2 O -0.30
3 N 0.65
4 O -0.67
5 C 0.47
6 C -1.05
7 C -1.22
8 H 0.26
9 H 0.22
10 H 0.31
11 H 0.27
12 H 0.32
13 H 0.33
14 H 0.36
15 H 0.28
16 H 0.36

=====

[3]
C32H23Cl5N3O6PRu | ωB97M-V/def2-TZVPD

Calculated values
energy	-4586.2111	Ha
HOMO (alpha / beta)	-8.2 / -8.2	eV
orbital gap (alpha / beta)	6.508 / 6.229	eV
total charge	0
multiplicity	1

Geometry as XYZ:
```
71
C32H23Cl5N3O6PRu, DFT ωB97M-V/def2-TZVPD
Ru -0.31304 1.54180 -0.67746
Cl -3.01991 0.75193 -2.30114
C -2.29041 2.22830 -2.87858
C -1.20242 2.76647 -2.18964
C -0.66415 3.92398 -2.74904
Cl 0.67186 4.70201 -1.96924
C -1.16652 4.50478 -3.91334
Cl -0.45686 5.93400 -4.56284
C -2.25268 3.92784 -4.56389
Cl -2.88007 4.62812 -6.00498
C -2.82719 2.77549 -4.04058
Cl -4.16832 2.04389 -4.83468
C -3.93804 0.93031 1.06823
C -2.75766 1.68747 1.55282
N -1.63793 2.02133 0.92627
C -0.86125 2.68650 1.85677
C -1.51917 2.76933 3.04351
N -2.70159 2.12216 2.82817
C -1.22598 3.32853 4.38864
O -0.10721 4.00713 4.53351
O -2.02967 3.16575 5.27489
C 0.49368 3.12300 1.46866
O 1.23963 3.70477 2.24284
O 0.81540 2.79015 0.25830
H -4.15259 1.17303 0.03557
H -4.80805 1.17822 1.67526
H -3.75825 -0.14347 1.14654
H -3.41400 2.03412 3.53759
H 0.40264 4.09146 3.67326
N 0.13971 0.07755 0.38461
P 0.75674 -1.37868 0.50021
C 2.55122 -1.28062 0.59083
C 3.19573 -0.10063 0.23497
C 4.57989 -0.02444 0.33017
C 5.31028 -1.11342 0.77844
C 4.66549 -2.29001 1.14459
C 3.28647 -2.37171 1.05813
C 0.28942 -2.51655 -0.81257
C -1.06168 -2.58420 -1.15224
C -1.47859 -3.39839 -2.18861
C -0.54706 -4.14601 -2.89933
C 0.79806 -4.07511 -2.57337
C 1.21901 -3.25914 -1.53092
C 0.22218 -2.12105 2.05653
C -0.40394 -3.36016 2.12771
C -0.83250 -3.85366 3.35480
C -0.63490 -3.11047 4.50710
C -0.00495 -1.87172 4.44145
C 0.42210 -1.37857 3.22201
H 2.62632 0.75145 -0.11301
H 5.08084 0.89513 0.05830
H 6.38800 -1.04603 0.85421
H 5.23708 -3.13441 1.50633
H 2.78113 -3.28073 1.36555
H -1.78190 -1.96928 -0.62498
H -2.52608 -3.43527 -2.45666
H -0.87224 -4.77658 -3.71669
H 1.52492 -4.64837 -3.13362
H 2.27332 -3.19339 -1.29485
H -0.55700 -3.94522 1.22997
H -1.31975 -4.81836 3.40647
H -0.96970 -3.49404 5.46220
H 0.15005 -1.29289 5.34245
H 0.90553 -0.40934 3.16936
C 1.67601 0.01210 -3.86415
C 0.81068 0.45446 -2.72891
O 1.22159 1.40530 -1.97124
O -0.29173 -0.06245 -2.47581
H 2.64814 -0.29709 -3.47786
H 1.84427 0.85260 -4.53780
H 1.20760 -0.80904 -4.39919
```

Which charges does Mulliken predict for the atoms? In e, they are:
1 Ru 0.63
2 Cl -0.19
3 C 1.60
4 C -1.82
5 C 1.09
6 Cl -0.19
7 C -0.26
8 Cl -0.19
9 C 0.64
10 Cl -0.19
11 C -0.40
12 Cl -0.20
13 C -1.22
14 C 0.20
15 N 0.27
16 C -0.05
17 C -0.04
18 N -0.05
19 C 0.54
20 O -0.54
21 O -0.62
22 C 0.97
23 O -0.86
24 O -0.34
25 H 0.21
26 H 0.45
27 H 0.21
28 H 0.24
29 H 0.42
30 N 0.67
31 P 0.68
32 C 0.27
33 C -0.53
34 C -1.02
35 C -0.51
36 C -0.76
37 C -0.44
38 C 0.20
39 C -0.30
40 C -0.76
41 C -0.57
42 C -0.69
43 C -0.49
44 C 0.46
45 C -0.26
46 C -0.68
47 C -0.49
48 C -0.70
49 C -0.57
50 H 0.62
51 H 0.46
52 H 0.40
53 H 0.41
54 H 0.48
55 H 0.54
56 H 0.42
57 H 0.38
58 H 0.42
59 H 0.41
60 H 0.37
61 H 0.43
62 H 0.39
63 H 0.46
64 H 0.43
65 C -1.50
66 C 0.91
67 O -0.53
68 O -0.40
69 H 0.32
70 H 0.39
71 H 0.34

=====

[4]
C38H29Cl3NO5PRu | ωB97M-V/def2-TZVPD

Calculated values
energy	-3713.2314	Ha
HOMO (alpha / beta)	-4.5 / -4.5	eV
ΔE to the lowest compared entry with this formula, charge and spin	55.6	kcal/mol
⟨S²⟩	0.78
orbital gap (alpha / beta)	6.591 / 6.628	eV
total charge	-1
multiplicity	2

Geometry as XYZ:
```
78
C38H29Cl3NO5PRu, DFT ωB97M-V/def2-TZVPD
Ru 0.35235 -0.43544 -0.24769
O 1.22231 -0.69442 4.02070
C 1.47638 -0.34333 2.86179
O 0.62588 -0.36773 1.91436
C 2.94357 0.07874 2.62624
C 3.82637 -1.08929 2.14649
C 5.28724 -0.83764 2.55297
C 5.67287 0.29420 1.56408
C 4.37408 0.42795 0.74441
O 3.89317 -0.91792 0.72816
C 3.32655 1.16918 1.58182
C 2.18537 1.80705 0.77902
O 1.75600 2.87105 1.22632
O 1.79876 1.25306 -0.31628
H 3.28400 0.38268 3.61473
H 3.44110 -2.07740 2.39216
H 5.88288 -1.73409 2.37169
H 5.39040 -0.55922 3.60121
H 6.51082 0.00267 0.92974
H 5.93241 1.22685 2.06558
H 4.48351 0.78599 -0.27586
H 3.78237 2.00972 2.10477
C -1.39426 5.81265 -0.03547
C -0.38039 5.17771 -0.73806
C -0.32295 3.79376 -0.79018
C -1.29278 3.03410 -0.14126
C -2.31903 3.67431 0.54932
C -2.36535 5.05993 0.60988
P -1.29372 1.23113 -0.38236
C -2.63204 0.59065 0.63070
C -3.34411 -0.57289 0.03009
C -3.92701 -1.63857 0.97966
C -3.28920 -1.64848 2.37574
C -2.87484 -0.29841 2.87293
C -2.51549 0.70649 2.02397
C -1.83801 1.10018 -2.11239
C -2.88469 1.79980 -2.65148
C -3.17263 1.68196 -4.02566
C -2.38249 0.90052 -4.82359
C -1.27880 0.18688 -4.29613
C -0.42640 -0.58877 -5.11858
C 0.63406 -1.23325 -4.55123
C 0.87228 -1.17147 -3.15873
C 0.07512 -0.45816 -2.28449
C -1.00985 0.26408 -2.90517
H -1.42745 6.89467 0.01222
H 0.38566 5.75988 -1.23427
H 0.47516 3.29141 -1.31633
H -3.08374 3.08883 1.04552
H -3.16090 5.54855 1.15929
H -4.07525 -0.24205 -0.71151
H -5.01557 -1.65714 1.03001
H -3.99791 -2.08727 3.08617
H -2.70252 -0.18171 3.93561
H -2.01253 1.57618 2.43532
H -3.47627 2.46185 -2.02847
H -4.00555 2.22933 -4.45042
H -2.58475 0.82648 -5.88709
H -0.62189 -0.64905 -6.18345
H 1.30428 -1.81739 -5.17347
H 1.72674 -1.72175 -2.78178
Cl 2.94708 -4.93617 1.30593
C 2.98115 -4.23446 -0.32469
Cl 4.64405 -3.85884 -0.78935
Cl 2.28439 -5.39580 -1.48024
C 2.17597 -3.02537 -0.33678
N 1.52566 -2.08372 -0.33045
C -2.27126 -3.51169 1.08649
C -2.12586 -2.63985 2.28125
C -1.05510 -2.58098 1.19271
C -1.06124 -1.60399 0.08704
C -2.41201 -1.67594 -0.57956
C -3.22754 -2.77103 0.15956
H -2.16567 -4.58788 1.09290
H -1.74103 -3.02605 3.21615
H -0.09920 -2.94149 1.54603
H -2.33745 -1.70021 -1.66523
H -3.87528 -3.40416 -0.44299
```

Which charges does Mulliken predict for the atoms? In e, they are:
1 Ru -0.54
2 O -0.81
3 C -0.48
4 O -0.17
5 C 0.11
6 C 0.16
7 C -1.05
8 C -0.91
9 C -0.16
10 O -0.28
11 C 0.04
12 C -0.22
13 O -0.77
14 O -0.71
15 H 0.42
16 H 0.53
17 H 0.29
18 H 0.43
19 H 0.33
20 H 0.38
21 H 0.70
22 H 0.52
23 C -0.51
24 C -0.83
25 C -0.36
26 C 0.66
27 C -0.26
28 C -0.76
29 P 2.63
30 C 0.29
31 C -1.43
32 C -0.70
33 C -0.17
34 C -1.34
35 C -0.58
36 C -0.02
37 C -0.01
38 C -0.96
39 C -0.76
40 C 1.10
41 C -1.00
42 C -0.95
43 C -0.59
44 C 1.26
45 C -1.02
46 H 0.36
47 H 0.38
48 H 0.45
49 H 0.31
50 H 0.41
51 H 0.85
52 H 0.36
53 H 0.80
54 H 0.33
55 H 0.40
56 H 0.53
57 H 0.41
58 H 0.36
59 H 0.36
60 H 0.40
61 H 0.34
62 Cl -0.12
63 C 0.64
64 Cl -0.10
65 Cl -0.14
66 C -0.16
67 N -0.24
68 C -0.98
69 C -0.52
70 C -1.23
71 C 0.98
72 C -0.46
73 C -0.25
74 H 0.38
75 H 0.43
76 H 0.94
77 H 0.83
78 H 0.49

=====

[5]
C38H44LuN3O2S | ωB97M-V/def2-TZVPD

Calculated values
energy	-3422.6891	Ha
HOMO (alpha / beta)	-7.1 / -9.3	eV
ΔE to the lowest compared entry with this formula, charge and spin	4.7	kcal/mol
⟨S²⟩	0.77
orbital gap (alpha / beta)	4.039 / 6.187	eV
total charge	+1
multiplicity	2

Geometry as XYZ:
```
89
C38H44LuN3O2S, DFT ωB97M-V/def2-TZVPD
Lu 0.38108 -0.87261 -0.67466
C 0.80224 0.44484 4.88685
C 1.81513 -0.47860 4.18835
C 1.13341 -1.76493 3.71953
C 2.74224 0.18004 3.15513
C 3.93134 0.69430 3.67165
C 4.96098 1.14119 2.86401
C 4.83942 0.97918 1.49364
C 3.67150 0.48680 0.92540
C 3.66845 0.23642 -0.57317
C 3.37573 -1.23706 -0.86678
C 2.76410 1.16552 -1.39017
C 2.56355 0.18674 1.75195
N 1.29850 -0.08521 1.19059
C 0.22375 0.61310 1.78035
C -1.10329 0.31921 1.42459
C -2.30701 0.92480 1.79516
C -3.33577 0.27694 1.06407
C -2.75899 -0.68806 0.27523
N -1.38380 -0.70049 0.49447
C -3.40484 -1.68639 -0.65592
C -2.46486 -2.01812 -1.82061
C -3.69393 -2.98908 0.10791
C -4.71259 -1.12215 -1.20941
H 0.58232 0.06318 5.88593
H -0.14064 0.49755 4.34375
H 1.19792 1.45598 4.99821
H 2.51627 -0.78886 4.96688
H 0.33766 -1.57479 2.99915
H 0.69312 -2.27476 4.57991
H 1.86728 -2.44299 3.27020
H 4.05649 0.71197 4.74958
H 5.86260 1.55619 3.29454
H 5.67141 1.23389 0.84574
H 4.68877 0.41996 -0.91343
H 2.48279 -1.57064 -0.33862
H 4.17820 -1.86869 -0.48600
H 3.26533 -1.42359 -1.93946
H 1.70854 0.95103 -1.24488
H 2.97936 1.08062 -2.45756
H 2.90780 2.20097 -1.08080
H 0.41237 1.41418 2.47911
H -2.41488 1.73668 2.49888
H -4.39175 0.49587 1.12076
H -1.57341 -2.53407 -1.45566
H -2.17920 -1.11734 -2.36944
H -2.95574 -2.69169 -2.52701
H -2.77146 -3.39134 0.53670
H -4.13423 -3.74537 -0.54942
H -4.38709 -2.80387 0.92919
H -4.54490 -0.16520 -1.70897
H -5.43953 -0.96249 -0.41167
H -5.15558 -1.81560 -1.92823
O -0.45120 0.77244 -1.95629
S -1.62149 1.67409 -2.34174
C -1.65953 2.96132 -1.13182
C -2.79494 3.75777 -1.10782
C -2.85176 4.79835 -0.19665
C -1.78779 5.02095 0.67131
C -0.66659 4.20486 0.63522
C -0.59452 3.15884 -0.27390
C -1.04964 2.58218 -3.74276
C 0.22017 3.14916 -3.75477
C 0.60930 3.87169 -4.86730
C -0.26569 4.02548 -5.94191
C -1.52554 3.45045 -5.91413
C -1.92623 2.71313 -4.80567
H -3.62156 3.57102 -1.78401
H -3.72921 5.42967 -0.15748
H -1.83952 5.83278 1.38484
H 0.15418 4.37191 1.32081
H 0.26526 2.50530 -0.29083
H 0.88524 3.02698 -2.90720
H 1.59069 4.32619 -4.89727
H 0.04230 4.59935 -6.80582
H -2.19672 3.56622 -6.75419
H -2.90424 2.24805 -4.77366
O 0.64346 -2.93151 -0.94806
N 0.72444 -4.06981 -0.26786
C 1.40103 -4.10022 0.88691
C 1.48573 -5.28094 1.59536
C 0.86471 -6.41681 1.10379
C 0.16122 -6.34347 -0.08655
C 0.09976 -5.14379 -0.76469
H 1.82648 -3.16023 1.21039
H 2.03346 -5.28803 2.52660
H 0.92254 -7.35001 1.64717
H -0.34723 -7.20201 -0.50050
H -0.42273 -4.98452 -1.69501
```

Which charges does Mulliken predict for the atoms? In e, they are:
1 Lu 1.13
2 C -1.49
3 C 0.35
4 C -1.13
5 C -0.71
6 C -0.77
7 C -1.40
8 C -0.83
9 C 0.27
10 C 0.17
11 C -0.97
12 C -1.06
13 C 0.27
14 N 2.07
15 C -1.21
16 C 0.65
17 C -1.56
18 C -0.80
19 C -0.51
20 N 0.52
21 C 2.78
22 C -0.87
23 C -1.80
24 C -1.81
25 H 0.47
26 H 0.29
27 H 0.30
28 H 0.82
29 H -0.03
30 H 0.55
31 H 0.14
32 H 0.51
33 H 0.38
34 H 0.42
35 H 0.78
36 H -0.42
37 H 0.48
38 H 0.33
39 H -0.16
40 H 0.58
41 H 0.50
42 H 0.76
43 H 0.59
44 H 0.45
45 H -0.42
46 H -0.07
47 H 0.62
48 H 0.25
49 H 0.46
50 H 0.38
51 H 0.25
52 H 0.38
53 H 0.44
54 O -0.83
55 S 0.33
56 C 1.12
57 C -0.91
58 C -0.66
59 C -0.70
60 C -0.73
61 C -0.07
62 C 0.59
63 C -0.30
64 C -0.78
65 C -0.47
66 C -0.68
67 C -0.43
68 H 0.46
69 H 0.43
70 H 0.42
71 H 0.50
72 H 0.41
73 H 0.34
74 H 0.43
75 H 0.40
76 H 0.41
77 H 0.47
78 O -0.65
79 N 0.26
80 C 0.43
81 C -0.95
82 C -0.18
83 C -0.82
84 C -0.09
85 H 0.17
86 H 0.46
87 H 0.43
88 H 0.43
89 H 0.46

=====

[6]
CH2N2OS2 | ωB97M-V/def2-TZVPD

Calculated values
energy	-1020.3327	Ha
HOMO	-9.3	eV
ΔE to the lowest compared entry with this formula, charge and spin	37.4	kcal/mol
orbital gap	8.040	eV
total charge	0
multiplicity	1

Geometry as XYZ:
```
8
CH2N2OS2, DFT ωB97M-V/def2-TZVPD
C -0.03180 0.63400 0.26642
N -0.25305 1.22424 -0.83852
N -0.42408 1.71681 -1.86765
O -0.48148 -0.34383 -4.20206
S 1.29663 -1.32211 -2.22037
S 0.72711 -0.04155 -3.55356
H 0.95036 0.82124 0.76216
H -0.73076 -0.18186 0.61193
```

Which charges does Mulliken predict for the atoms? In e, they are:
1 C -0.38
2 N 0.54
3 N -0.62
4 O -0.35
5 S -0.19
6 S 0.45
7 H 0.27
8 H 0.28